14
Properties=species:S:1:pos:R:3:nbo_charge:R:1 method="wB97M-V/def2-TZVPD" multiplicity=3 relative_energy_kj_mol=42.0 energy_ha=-573.97123 e_homo_ev="-6.369 / -9.923"
C -1.3829 -1.5075 1.9548 -0.499
C -0.8766 -0.3753 1.4123 -0.286
C 0.6348 1.8672 -1.3745 -0.345
C -0.0220 1.4409 -0.2897 -0.289
C 0.1027 0.0630 0.0594 0.108
C 0.7546 -1.0720 -0.6572 -0.683
P -1.3543 -0.1180 3.0704 0.440
H -1.6485 -2.5589 1.8185 0.240
H 0.4143 2.7870 -1.8967 0.203
H 1.3763 1.1565 -1.7544 0.179
H -0.6341 2.2114 0.2194 0.232
H 0.7094 -0.7268 -1.6925 0.226
H 0.1257 -1.9504 -0.5024 0.238
H 1.8008 -1.2171 -0.3672 0.236

=====

71
Properties=species:S:1:pos:R:3:mulliken_charge:R:1 method="wB97M-V/def2-TZVPD" energy_ha=-4777.25123 e_homo_ev=-12.105 total_charge=+1
C -1.8760 1.9051 3.2142 -1.148
C -1.3338 2.7329 2.0384 -0.505
C 0.1908 2.6846 1.9264 -0.587
Br 0.9292 4.2514 1.0439 -0.021
P 0.8859 1.2587 0.9861 0.267
P -0.1322 -0.7508 0.8977 0.135
N -1.5841 -0.2417 0.2300 0.081
O -0.3964 -1.0023 2.5024 -0.504
P 3.1076 0.9752 1.6954 0.437
O 3.1414 -0.6228 1.8387 -0.450
O 2.8978 1.5402 3.2018 -0.439
H -2.4401 1.0249 2.9038 0.198
H -2.5447 2.5057 3.8275 0.361
H -1.0748 1.5693 3.8815 0.333
H -1.6032 3.7807 2.1657 0.565
H -1.7813 2.4261 1.0917 0.417
H 0.6677 2.6687 2.9058 0.522
H 0.9464 1.6669 -0.3519 0.093
H -2.2336 0.2483 0.8453 0.158
H -2.0959 -1.0473 -0.1268 0.055
H -0.3031 -0.3047 3.1540 0.315
H 2.4533 -1.1388 2.2812 0.356
H 2.7152 0.9227 3.9218 0.333
C -0.1307 0.3681 -3.6521 -1.069
C -1.6210 0.1107 -3.7933 0.346
C -2.3706 1.3104 -4.3417 -1.509
O -2.1645 -0.3032 -2.5314 -0.377
H 0.0410 1.2092 -2.9705 0.228
H 0.3686 -0.5108 -3.2440 0.269
H 0.3225 0.6200 -4.6112 0.430
H -1.7842 -0.7472 -4.4509 0.244
H -2.2511 2.1663 -3.6704 0.354
H -3.4341 1.0924 -4.4340 0.347
H -1.9873 1.5963 -5.3214 0.418
H -2.0044 0.4098 -1.9012 0.192
C -4.9053 -1.2811 -0.7665 -0.872
C -4.7571 -1.4517 0.7341 0.492
C -5.9858 -2.0404 1.3971 -1.528
O -4.3815 -0.2114 1.3579 -0.454
H -5.7468 -0.6270 -1.0090 0.372
H -3.9996 -0.8410 -1.1830 0.183
H -5.0779 -2.2475 -1.2407 0.335
H -3.8983 -2.1015 0.9326 0.212
H -6.8459 -1.3818 1.2483 0.386
H -5.8277 -2.1641 2.4676 0.371
H -6.2293 -3.0112 0.9652 0.382
H -5.1078 0.4162 1.2661 0.303
C 7.3096 4.0896 2.1442 -1.156
C 7.5991 2.9184 3.0668 0.373
C 7.9593 1.6592 2.2975 -1.150
O 6.4926 2.6775 3.9407 -0.508
H 6.4618 3.8534 1.4926 0.264
H 7.0621 4.9801 2.7209 0.314
H 8.1676 4.3124 1.5091 0.361
H 8.4179 3.1795 3.7395 0.305
H 7.1272 1.3652 1.6485 0.254
H 8.1695 0.8379 2.9817 0.308
H 8.8336 1.8187 1.6657 0.372
H 5.7348 2.4477 3.3926 0.275
C -0.0061 -4.2050 -4.2424 -1.292
C -0.2591 -4.1438 -2.7456 0.441
C -1.4936 -4.9342 -2.3454 -1.302
O -0.3657 -2.7867 -2.3089 -0.309
H -0.8566 -3.7796 -4.7838 0.291
H 0.8869 -3.6381 -4.5048 0.315
H 0.1241 -5.2340 -4.5791 0.425
H 0.6111 -4.5338 -2.2134 0.268
H -2.3779 -4.5245 -2.8427 0.311
H -1.6501 -4.8830 -1.2676 0.290
H -1.4015 -5.9820 -2.6331 0.431
H -1.1264 -2.3837 -2.7467 0.097

=====

14
Properties=species:S:1:pos:R:3:nbo_charge:R:1 method="wB97M-V/def2-TZVPD" relative_energy_kj_mol=217.3 energy_ha=-361.79808 e_homo_ev=-9.199
C 1.4091 1.4138 -0.5980 0.670
C 1.6859 -0.0021 -0.2176 -0.541
C -0.2391 -0.0258 -0.4114 0.502
C -0.9949 -0.2190 0.8722 -0.649
N 0.0412 1.3179 -0.8104 -0.688
O 2.0807 2.3906 -0.5829 -0.576
O -0.6772 -0.8528 -1.4176 -0.725
H 2.0886 -0.3762 -1.1764 0.218
H 2.0840 -0.3827 0.6960 0.230
H -1.8949 0.3100 0.8042 0.217
H -0.5034 0.3393 1.5791 0.221
H -1.0917 -1.2301 1.1837 0.230
H -0.5904 1.9580 -1.2364 0.399
H -0.3806 -0.7487 -2.3146 0.492

=====

141
Properties=species:S:1:pos:R:3:mulliken_charge:R:1 method="wB97M-V/def2-TZVPD" multiplicity=2 energy_ha=-6278.93950 e_homo_ev="-6.601 / -6.742"
Ir 1.2186 0.0876 -0.9238 2.095
C -1.4331 3.5339 -4.5046 -0.703
O -1.4659 3.8624 -3.1227 -0.025
C -1.2630 5.1598 -2.7621 0.831
C -1.4423 6.2468 -3.6099 -0.725
C -1.2895 7.5427 -3.1380 -0.782
C -0.9499 7.7675 -1.8140 -0.729
C -0.7389 6.6859 -0.9742 -0.917
C -0.8783 5.3812 -1.4334 0.358
N -0.7002 4.3089 -0.5461 0.426
C 0.1006 3.2142 -0.7955 -1.463
N 0.8704 3.3381 -1.8701 0.822
C 1.8026 2.5512 -2.5913 -0.159
C 2.1602 1.2243 -2.3447 -0.447
C 3.2440 0.7581 -3.1032 -0.283
C 3.8731 1.5078 -4.0807 -1.450
C 3.4429 2.7945 -4.3656 -0.588
C 2.4148 3.3071 -3.6089 0.912
O 1.9252 4.5917 -3.8214 -0.381
C 2.8915 5.6292 -3.6946 -0.889
N 0.0110 2.1296 -0.0630 1.753
C -0.6797 2.0603 1.1193 0.234
C -1.4126 0.8942 1.3391 0.076
C -2.1822 0.5466 2.5812 -0.857
C -1.6978 1.3340 3.8118 -0.523
C -0.8993 2.5597 3.5127 -1.319
C -0.4190 2.8925 2.2975 0.693
O 0.3753 3.9661 2.0316 -0.306
C 0.9726 4.6316 3.1318 -1.118
H -1.3714 2.4481 -4.5504 -0.020
H -0.5508 3.9659 -4.9806 0.407
H -2.3407 3.8696 -5.0121 0.308
H -1.7307 6.0815 -4.6371 0.416
H -1.4508 8.3748 -3.8101 0.424
H -0.8303 8.7743 -1.4383 0.410
H -0.4422 6.8417 0.0565 0.481
H -0.8082 4.5279 0.4313 0.123
H 0.8281 4.2580 -2.2941 0.432
H 3.6150 -0.2405 -2.9314 0.501
H 4.7039 1.0829 -4.6297 0.466
H 3.8977 3.3863 -5.1487 0.435
H 3.6835 5.5291 -4.4378 0.370
H 3.3355 5.6176 -2.6953 0.181
H 2.3625 6.5667 -3.8550 0.265
H -1.8171 0.4810 0.4399 -1.070
H -3.2547 0.4436 2.4343 0.369
H -2.4888 1.5766 4.5222 0.592
H -0.6598 3.1980 4.3542 0.479
H 1.6747 5.3434 2.7061 0.297
H 1.5117 3.9154 3.7565 0.360
H 0.2241 5.1571 3.7315 0.343
C -2.2714 0.0983 -3.5231 -0.544
C -2.1177 -1.0908 -4.2227 -1.199
C -0.9687 -1.8270 -4.0349 -0.491
C -0.0019 -1.3879 -3.1323 0.392
N -0.1857 -0.2516 -2.4180 0.855
C -1.2877 0.4760 -2.6334 -0.871
C 1.2526 -2.0767 -2.8396 1.052
C 1.7121 -3.1682 -3.5819 -0.348
C 2.9046 -3.7740 -3.2489 -1.230
C 3.6446 -3.2700 -2.1810 -0.915
C 3.2045 -2.1759 -1.4592 -0.357
C 1.9903 -1.5448 -1.7602 0.605
H -3.1467 0.7212 -3.6424 0.645
H -2.8849 -1.4345 -4.9042 0.446
H -0.8174 -2.7564 -4.5639 0.480
H -1.3684 1.4003 -2.0829 0.433
H 1.1451 -3.5335 -4.4296 0.366
H 3.2672 -4.6183 -3.8204 0.374
H 4.5901 -3.7313 -1.9200 0.429
H 3.8218 -1.7812 -0.6745 0.296
Cl 6.8102 1.2002 4.4709 -0.301
C 5.6359 1.1335 3.1829 0.611
C 5.4559 2.2238 2.3823 -0.441
C 4.5043 2.1959 1.3585 0.140
I 4.1974 3.9060 0.2007 0.017
C 3.7074 1.0859 1.0725 -0.779
O 2.8413 1.1678 0.1176 0.367
C 3.9015 -0.0583 1.9482 -0.197
N 3.0730 -1.1060 1.7724 0.465
C 3.1404 -2.1289 2.5820 -0.171
C 4.0712 -2.2110 3.6348 -1.033
C 4.9278 -1.1680 3.8334 -1.191
C 4.8526 -0.0299 2.9995 0.236
H 6.0407 3.1178 2.5499 0.425
H 2.4231 -2.9253 2.4100 0.148
H 4.0988 -3.0872 4.2688 0.535
H 5.6541 -1.1873 4.6345 0.415
C 0.3187 -6.3449 4.5224 -1.663
C -0.1358 -5.4911 3.3720 0.549
C -1.3264 -4.7859 3.4250 -1.356
C -1.7343 -3.9253 2.4079 0.181
C -3.1043 -3.3130 2.6019 -1.193
C -0.9090 -3.7367 1.2820 1.690
As -1.1018 -2.3479 -0.1526 0.610
N 0.0314 -1.1228 0.7313 0.238
C -0.2049 -0.3365 1.8355 0.495
C -1.2460 -0.6482 2.9528 0.527
C -0.9336 0.0308 4.3119 -0.371
C 0.4825 0.1499 4.7014 -1.994
C 1.3831 0.3736 3.6952 -0.232
C 1.0279 0.2909 2.3579 0.374
C -3.1560 -2.4332 -0.2670 -0.017
C -4.2147 -1.5058 -0.2042 1.340
C -4.1161 -0.0007 -0.3043 -1.179
C -5.5338 -1.9651 -0.1524 -0.596
C -5.8728 -3.2963 -0.2873 0.450
C -7.3007 -3.7617 -0.2289 -1.802
C -4.8370 -4.1690 -0.5822 -0.767
C -3.5074 -3.7693 -0.5872 0.483
C -2.5182 -4.8357 -1.0077 -1.920
C 0.2576 -4.5185 1.1803 0.031
C 1.1269 -4.5863 -0.0493 -1.112
C 0.6256 -5.3637 2.2230 -0.687
H -0.5276 -6.7127 5.1024 0.406
H 0.9564 -5.7693 5.1974 0.265
H 0.8968 -7.2016 4.1758 0.394
H -1.9703 -4.9017 4.2914 0.414
H -3.3033 -3.1810 3.6674 0.563
H -3.8742 -3.9767 2.2017 0.388
H -3.2293 -2.3555 2.1100 -0.259
H -1.5631 -1.6784 2.9910 -0.462
H -1.5316 -0.4235 5.1034 0.589
H 0.7712 0.1817 5.7435 0.398
H 2.4038 0.6641 3.9286 0.494
H 1.6670 0.7454 1.6298 -0.063
H -3.1937 0.3278 -0.7618 -0.528
H -4.2359 0.5076 0.6531 0.314
H -4.9233 0.3490 -0.9502 0.600
H -6.3246 -1.2295 -0.0371 0.478
H -7.9308 -3.0328 0.2798 0.386
H -7.3826 -4.7118 0.2994 0.384
H -7.7061 -3.9095 -1.2323 0.318
H -5.0647 -5.2031 -0.8199 0.470
H -3.0455 -5.5892 -1.5922 0.630
H -2.0515 -5.3373 -0.1597 0.197
H -1.7146 -4.4318 -1.6278 0.140
H 0.9998 -3.7510 -0.7272 -0.717
H 0.8964 -5.5017 -0.6021 0.397
H 2.1813 -4.6307 0.2219 0.537
H 1.5387 -5.9427 2.1217 0.415

=====

Across the entries above, largest force on an atom takes the values 5.91; 0.76; 4.27; 2.31 eV/Å, respectively.